Entry 1:
This record from the Open Molecules 2025 dataset describes a molecular structure, C56H50AsFeNP3. The level of theory is ωB97M-V/def2-TZVPD.

Multiplicity ... 6
HOMO (spin up / spin down) ... -0.4471 / -0.4471 Ha
Net charge ... +2
Frontier orbital gap (spin up / spin down) ... 7.79 / 4.93 eV
Max |F| ... 0.45 eV Å⁻¹
LUMO (spin up / spin down) ... -4.38 / -7.23 eV

Atoms and positions in Å:
1 H 0.7706 4.9457 3.2757
2 C -2.1766 4.6408 -4.3761
3 H -4.5203 2.7121 -2.8645
4 H -4.2964 -1.3559 -0.2873
5 H 1.9219 2.2396 1.8901
6 H -3.3637 -5.9547 -1.2647
7 C 0.5218 4.5267 -0.8193
8 C 2.8088 -1.3224 -4.6820
9 H -2.0480 -6.7357 0.6765
10 H 2.0660 -2.3928 5.8388
11 H 2.5770 0.8010 2.6594
12 C -1.2336 2.5620 4.5976
13 C -2.5401 4.3792 3.7042
14 C -2.4264 -5.4733 -1.0156
15 H -2.4864 1.6250 -1.9826
16 H -0.0602 4.4332 -4.1561
17 H 2.3808 -0.5179 4.2782
18 C -1.2593 -1.1949 1.2518
19 H -2.5717 -0.4840 -6.2740
20 H -2.0834 -0.3724 -0.5745
21 C 1.7268 1.4846 2.6496
22 P 0.3135 2.1438 -2.3170
23 N 1.7033 -0.3139 -2.9330
24 C -2.3971 2.4692 -2.6580
25 C 1.6891 -1.4087 6.0949
26 H 0.4608 2.1161 7.0653
27 H -0.4874 4.7653 -1.1321
28 C -2.2647 -0.9893 0.3037
29 C 2.0324 0.6179 -3.8436
30 H -1.5962 -0.4335 -4.0056
31 C 1.5523 2.0176 -3.6941
32 C 2.5335 5.1447 0.3553
33 H 1.7642 -3.6389 -3.3711
34 H 0.9293 -2.0304 8.0036
35 C 2.8111 -1.4274 0.3348
36 C -0.0571 3.1929 4.1997
37 H 4.1382 3.7166 0.2986
38 C -0.7520 -3.8092 -1.4893
39 H -1.1966 1.6027 5.0975
40 H -1.3448 -4.5665 -6.7102
41 C 0.7949 1.1265 6.7760
42 As 1.7482 2.4607 4.3856
43 C -0.1387 4.4284 3.5614
44 Fe 0.2055 -0.1254 -1.4541
45 C 1.0592 -1.2061 7.3137
46 C -0.8431 -3.6412 -4.8472
47 H 0.1476 0.2351 8.6155
48 C -1.3725 5.0163 3.3071
49 H 4.8627 -3.8022 1.6026
50 C 0.6199 0.0656 7.6560
51 H 2.3876 2.6908 -3.4873
52 C -3.5436 3.0795 -3.1505
53 C -0.4857 -5.2912 0.3944
54 P 0.3462 -0.3904 0.9701
55 C -2.0133 -2.5248 -6.6317
56 H -0.3777 -4.5360 -4.4489
57 C -3.4303 4.1617 -4.0105
58 H -3.0717 -3.0128 3.4681
59 C -2.4680 3.1546 4.3542
60 H -4.7994 -2.7110 1.7241
61 C 1.8596 -0.3468 5.2130
62 H -2.4462 -2.5499 -7.6235
63 H -4.3217 4.6382 -4.3980
64 C -1.1371 2.9434 -3.0193
65 C -0.9112 -2.4743 -4.0830
66 H -0.3857 1.5014 2.2211
67 H 2.1278 -2.8810 -1.8021
68 H 0.1115 0.1457 3.2197
69 H 3.1598 0.5307 -5.7974
70 H 0.7728 6.3645 0.2523
71 C 0.4128 0.7741 2.3780
72 H -2.0934 5.4880 -5.0445
73 H -3.5017 4.8449 3.5273
74 C 1.7303 -1.5467 1.2107
75 C -2.0851 -1.3648 -5.8760
76 H -3.3754 2.6601 4.6787
77 C 2.4172 3.0356 -0.7831
78 C 2.7627 0.0105 -4.9388
79 H 0.0931 -5.6297 1.2455
80 H 2.9650 -4.0249 3.1723
81 C -1.5789 -1.9074 2.4090
82 C 1.1182 3.3311 -1.2044
83 C 2.9217 -3.2975 2.3713
84 H 0.9932 -2.6047 2.9446
85 C 1.3977 0.9268 5.5348
86 C 3.9376 -2.2309 0.4721
87 H 1.1006 2.3515 -4.6302
88 H -1.4220 5.9835 2.8213
89 H 3.0882 5.8593 0.9499
90 C -1.5347 -1.3409 -4.6004
91 C -1.0321 4.0384 -3.8802
92 C 3.9899 -3.1717 1.4897
93 C -1.3939 -3.6618 -6.1181
94 H 2.8926 2.1023 -1.0784
95 H 0.9161 -3.7623 -0.1132
96 H 3.2463 -2.1001 -5.2905
97 C -2.8421 -2.4562 2.5682
98 C -1.9639 -4.4236 -1.7973
99 C -1.6879 -5.9097 0.0759
100 H -0.8635 -2.0209 3.2129
101 C -3.5326 -1.5285 0.4609
102 C 2.1192 -1.5161 -3.4376
103 C 3.1268 3.9430 -0.0137
104 C 1.8019 -2.4897 2.2383
105 C -3.8146 -2.2814 1.5912
106 C 1.6336 -2.7425 -2.7696
107 C 1.2342 5.4293 -0.0377
108 C -0.0193 -4.2414 -0.3826
109 P -0.1660 -2.3889 -2.4438
110 H 2.7862 -0.6896 -0.4609
111 H -2.5469 -4.0936 -2.6492
112 H 4.7722 -2.1176 -0.2086

***

Entry 2:
This record from the Open Molecules 2025 dataset describes 8 unconnected molecules or ions with the total composition C56H54ClFNO16. The level of theory is ωB97M-V/def2-TZVPD.

Multiplicity ... 1
HOMO ... -0.1878 Ha
Net charge ... -1
Frontier orbital gap ... 4.54 eV
Max |F| ... 1.07 eV Å⁻¹
LUMO ... -0.57 eV

Atoms and positions in Å:
1 O 2.0098 -1.2149 4.7097
2 H -0.5065 -1.2485 4.0705
3 C -0.9992 0.6649 4.8346
4 H -4.9745 -2.4487 -1.1826
5 C -9.9795 -0.9791 5.5024
6 C 8.6327 7.3589 -2.3085
7 C 4.7420 -6.3364 1.9859
8 C -8.7898 -6.1069 -0.9125
9 H 3.8264 -2.8402 -1.2409
10 C -5.3553 -0.8701 1.2509
11 H -0.8240 -5.5732 -0.3544
12 C 0.9942 4.8975 -1.1085
13 O -9.7721 -6.4074 -1.5598
14 H 5.1326 -7.8738 -1.1347
15 H -3.1288 -4.8501 0.0765
16 H 4.3963 4.2508 -1.0805
17 H 7.4871 -7.9909 -0.3143
18 O -9.1960 -3.5989 3.2463
19 C 2.9860 -2.2735 -0.8281
20 C 6.0952 9.9896 -6.4010
21 C 4.0501 11.3705 -7.8620
22 C 4.3593 -6.8798 0.6572
23 C -0.5165 1.8909 5.5184
24 C 5.9974 -6.3981 2.4215
25 C 2.4510 5.0668 -0.8696
26 H -2.9395 -3.0934 -1.7966
27 H -5.6665 0.1622 1.3877
28 C 1.4317 -4.1880 -0.3107
29 C -4.3024 -2.3528 -0.3252
30 H 1.1954 1.0102 1.2455
31 C -9.2702 -3.0718 6.7524
32 C -7.4226 -6.2768 -1.4674
33 O -2.4555 0.1686 -1.9930
34 C 1.7428 0.9358 5.6248
35 H -7.3614 -6.6712 -2.4736
36 C 2.8846 2.9000 -1.9306
37 C -0.1765 -0.3470 4.5713
38 H 3.9440 -5.8908 2.5665
39 H 4.5847 -0.8495 -0.4000
40 H 2.7934 0.9542 5.8858
41 H -9.0903 -3.5469 7.7083
42 C 3.3306 4.1429 -1.2481
43 O 4.3313 8.6449 -5.6113
44 H 1.8161 -4.4620 -1.2973
45 H 5.5151 8.2938 -3.5996
46 C 7.0694 -7.0108 1.5982
47 H 3.2120 -0.1920 -1.2727
48 C 8.2571 6.3343 -1.5489
49 C -2.8979 -2.8350 -0.7356
50 H 1.2507 2.8506 6.3868
51 C 1.4113 0.1264 0.6406
52 C 6.8322 5.9215 -1.4583
53 H -9.9130 -5.4303 0.8423
54 O 6.5045 4.9864 -0.7585
55 C 5.8443 6.6960 -2.2503
56 H -0.1927 -2.8752 0.2889
57 O 3.2169 -6.8218 0.2622
58 O 3.6818 2.0525 -2.2728
59 H -2.0646 -3.7990 1.0296
60 C -8.9078 -5.5564 0.4594
61 H 6.2988 -6.0081 3.3852
62 H 3.0010 -0.9359 1.6601
63 H -2.2202 -1.9877 -0.6349
64 H 3.3447 11.9469 -8.4468
65 C -7.8318 -5.2331 1.1704
66 C 0.0445 -3.5602 -0.5293
67 O 8.2144 -7.0685 1.9944
68 C -6.4668 -5.4135 0.6183
69 H -6.2509 -1.4393 0.9714
70 C 6.6881 -7.5508 0.2687
71 H -8.7611 -4.7316 5.5370
72 C -2.3761 -4.0622 0.0119
73 H -4.6781 -3.0075 0.4607
74 C -9.7274 -1.6591 6.7978
75 H -7.8997 -4.8253 2.1687
76 H -4.9733 -1.2810 2.1864
77 H 1.1865 0.3781 -0.3954
78 O -4.1544 -0.9172 -3.0038
79 C 7.6425 8.1309 -3.0986
80 H 1.1244 1.8112 -2.6586
81 C 1.2584 -0.2930 4.9454
82 H 8.9596 5.7541 -0.9643
83 C -9.3524 -3.0225 4.3026
84 H 2.2584 -2.2158 -1.6397
85 C -3.6145 -0.2651 -2.1005
86 C 0.5513 3.6527 -1.7841
87 C 6.2196 7.7219 -3.0100
88 C -9.0950 -3.7034 5.5954
89 C 2.3936 -3.1365 0.2968
90 H 3.4594 0.6517 1.0577
91 H -9.9782 -1.1354 3.3879
92 C -1.1072 -4.5770 -0.6984
93 N -4.3198 -0.9698 0.2048
94 H 0.7665 -0.6808 0.9835
95 C 5.4735 11.7862 -7.9546
96 H -10.3083 0.0506 5.5592
97 H 4.8111 6.3818 -2.1774
98 H 3.1957 -3.6689 0.8157
99 C -4.5434 -0.0096 -0.8347
100 H -1.3378 -4.6091 -1.7667
101 H 7.4953 11.3362 -7.2450
102 O -1.2623 2.8133 5.7674
103 H 1.7960 -2.5533 0.9927
104 H -0.5144 3.5424 -1.9416
105 C 3.6785 10.3460 -7.0997
106 H -5.3380 -6.0623 -1.1457
107 C 2.8995 -0.2552 0.8124
108 H 2.6481 10.0243 -7.0160
109 H -2.0475 0.6478 4.5652
110 F -5.8760 -0.0103 -1.2294
111 O -9.8880 -1.0857 7.8534
112 H 6.8008 9.4187 -5.8119
113 O 0.2036 5.7496 -0.7618
114 H 1.3728 -5.0714 0.3219
115 Cl -4.2465 1.6474 -0.1868
116 C -9.8048 -1.6108 4.3449
117 C 3.4941 -0.8608 -0.4573
118 C 5.4336 -7.4890 -0.1686
119 C -6.3438 -5.9539 -0.7595
120 O -5.4850 -5.1204 1.2667
121 H 0.0850 -2.9702 -1.4462
122 C 0.9208 1.9463 5.8913
123 O 7.9886 9.0655 -3.7942
124 C 6.4647 11.0151 -7.1637
125 H 2.7475 5.9815 -0.3693
126 O 5.8099 12.7197 -8.6513
127 C 1.4281 2.7276 -2.1674
128 H 9.6644 7.6771 -2.3896
129 C 4.6725 9.5778 -6.3094

***

Question: What is the max |F| in the second record?
Answer: 1.07 eV Å⁻¹

***

Question: The highest net charge belongs to which entry?
Answer: C56H50AsFeNP3

***

Question: Number 1 is which compound?
Answer: C56H50AsFeNP3

***

Question: The lowest net charge belongs to which entry?
Answer: C56H54ClFNO16